ORCA calculation (ωB97M-V/def2-TZVPD) on a molecular structure, C26H21Cl3N7O2RbSSi.

Properties
F_max: 1.41 eV/A
LUMO energy (spin up / spin down): 3.539 / 3.538 eV
highest occupied orbital energy (spin up / spin down): -0.0831 / -0.0831 Eh
charge: -2

Each line ends with the natural charge from an NBO analysis.
Element x y z (Å)
C 0.690 2.275 -2.684  -0.405
C 0.213 0.398 -6.813  0.141
H -1.292 -2.016 -1.494  0.440
C -0.538 1.474 -6.815  -0.408
C 1.236 0.934 4.634  0.018
H 1.091 -1.200 4.739  0.249
N -1.598 -2.256 -0.552  -0.355
H -1.579 3.355 -2.381  0.204
H 1.654 2.996 7.297  0.198
H 4.808 -1.796 3.028  0.366
C -0.521 2.577 -5.824  -0.326
C 1.210 -0.286 5.310  -0.193
C -0.869 2.773 0.668  0.053
H -2.772 3.036 -3.715  0.212
N -1.716 -1.308 0.389  -0.297
C -2.130 -1.954 1.468  -0.044
H 0.805 -2.767 -7.535  0.248
S 1.571 -2.689 1.921  -0.507
C 1.337 -0.320 6.689  -0.220
Rb 0.888 -0.179 -0.521  0.888
C -2.047 3.124 1.311  -0.265
C -1.920 -3.479 -0.098  -0.038
H 0.798 3.360 -2.812  0.127
C -2.169 2.613 -2.918  -1.235
H -1.234 1.804 4.315  0.221
H -0.721 2.998 -0.385  0.211
C -2.179 2.785 2.648  -0.171
N 0.091 -2.126 -4.382  -0.457
H -1.124 1.668 -7.712  0.218
N 2.819 -0.467 2.886  -0.480
C 0.274 -2.734 -5.613  0.018
H -2.834 3.628 0.767  0.222
N 0.129 2.132 1.267  -0.441
Cl -4.377 0.724 -3.375  -0.559
H -2.282 -1.412 2.388  0.198
H 4.133 -3.266 2.506  0.383
H 1.410 3.058 4.838  0.212
C -0.008 1.778 2.549  0.183
N 4.001 -2.403 3.009  -0.840
C -1.150 2.107 3.280  -0.255
H 1.602 0.826 8.488  0.197
C 1.083 0.961 3.154  0.112
C 1.526 2.074 6.743  -0.219
H -3.085 3.027 3.191  0.204
H 1.317 -1.273 7.204  0.206
C 2.830 -1.746 2.619  0.250
H -1.858 -4.340 -0.744  0.227
C 0.946 -0.663 -6.998  -0.314
Si -2.527 1.024 -2.265  0.798
O 0.278 -4.834 -6.715  -0.762
C 1.498 0.857 7.410  -0.232
Cl 2.377 1.735 -3.154  -0.140
C 0.053 -4.294 -5.619  0.747
O -0.354 -4.759 -4.546  -0.733
H 1.882 -0.508 -7.537  0.217
C 1.392 2.109 5.361  -0.233
C -0.154 -1.722 -3.324  0.223
H -2.562 -4.105 1.914  0.214
C -2.271 -3.331 1.225  -0.362
N 1.766 0.232 2.357  -0.192
Cl -0.486 1.870 -4.334  0.471
C 0.646 -2.077 -6.709  -0.195